Density functional theory data (wB97M-V/def2-TZVPD) for a structure of composition C42H57O2PSiTi.

Computed properties:
E_LUMO: 0.59 eV
Gap between HOMO and LUMO: 7.041 eV
ΔE to the lowest compared entry with this formula, charge and spin: 0.000 eV
F_max: 0.92 eV Å⁻¹

Structure (XYZ):
```
104
Properties=species:S:1:pos:R:3:mulliken_charge:R:1
Ti -0.104 -0.090 0.529 -0.16
C 2.857 -0.286 -0.725 -1.77
C 1.399 0.077 -0.814 1.21
O 0.533 -0.990 -1.006 -0.58
H 3.482 0.400 -1.294 0.43
H 2.969 -1.283 -1.157 0.58
H 3.250 -0.307 0.295 0.12
C -1.715 0.638 5.264 -1.92
C -1.179 -0.771 4.985 2.51
C -0.806 -1.380 6.337 -2.08
C -2.294 -1.606 4.351 -1.79
Si 0.299 -0.688 3.789 -0.92
O -0.126 0.131 2.425 1.16
C 0.826 -2.405 3.194 1.16
C 1.234 -2.517 1.867 0.63
C 1.581 -3.723 1.279 -0.26
C 1.538 -4.881 2.042 -0.95
C 1.156 -4.805 3.373 -0.75
C 0.808 -3.586 3.937 -0.46
C 1.749 0.143 4.638 0.84
C 2.949 -0.532 4.854 -0.43
C 4.016 0.076 5.503 -0.75
C 3.896 1.375 5.963 -0.63
C 2.712 2.071 5.758 -0.83
C 1.658 1.460 5.097 -0.45
H -2.673 0.559 5.787 0.51
H -1.876 1.215 4.358 0.21
H -1.045 1.202 5.911 0.42
H -1.657 -1.306 7.019 0.53
H 0.033 -0.859 6.799 0.30
H -0.552 -2.434 6.265 0.35
H -3.174 -1.611 5.001 0.69
H -1.989 -2.641 4.200 0.38
H -2.602 -1.212 3.384 0.00
H 1.308 -1.630 1.233 -0.94
H 1.874 -3.745 0.237 0.51
H 1.804 -5.834 1.606 0.38
H 1.127 -5.702 3.977 0.44
H 0.516 -3.570 4.977 0.22
H 3.062 -1.551 4.504 0.33
H 4.939 -0.469 5.649 0.43
H 4.723 1.849 6.475 0.40
H 2.617 3.093 6.098 0.38
H 0.759 2.035 4.920 0.27
C -2.231 -1.199 -2.640 -1.61
C -3.189 -0.152 -2.052 2.17
C -4.617 -0.674 -2.218 -1.72
C -3.011 1.157 -2.824 -1.68
P -2.670 0.096 -0.274 0.86
C -3.141 -1.482 0.529 0.24
C -4.412 -1.851 0.975 -0.17
C -4.619 -3.068 1.603 -0.76
C -3.563 -3.950 1.790 -0.85
C -2.296 -3.613 1.343 -0.67
C -2.099 -2.390 0.718 -0.42
C -3.632 1.471 0.547 2.36
C -2.855 2.762 0.286 -1.81
C -5.091 1.686 0.138 -1.92
C -3.563 1.196 2.052 -1.58
H -2.506 -1.360 -3.686 0.58
H -2.322 -2.158 -2.126 0.34
H -1.187 -0.890 -2.586 0.23
H -4.810 -0.819 -3.283 0.56
H -5.377 0.004 -1.836 0.29
H -4.739 -1.640 -1.731 0.32
H -3.148 0.956 -3.888 0.54
H -2.011 1.571 -2.692 0.15
H -3.738 1.915 -2.537 0.26
H -5.252 -1.187 0.837 0.16
H -5.610 -3.330 1.945 0.48
H -3.732 -4.897 2.285 0.41
H -1.455 -4.277 1.487 0.43
H -1.089 -2.195 0.349 0.27
H -2.806 3.027 -0.769 0.27
H -1.830 2.685 0.656 -0.03
H -3.353 3.577 0.815 0.67
H -5.197 1.999 -0.899 0.39
H -5.504 2.485 0.758 0.49
H -5.710 0.807 0.293 0.24
H -2.542 0.959 2.365 -0.42
H -4.210 0.375 2.357 0.34
H -3.881 2.093 2.585 0.73
C 1.929 2.986 -2.348 -2.31
C 1.503 2.673 -0.907 2.96
C 0.559 3.792 -0.451 -1.71
C 0.750 1.339 -0.946 -0.29
C 2.700 2.655 0.036 -0.66
C 3.977 3.011 -0.382 -0.35
C 5.058 2.960 0.485 -0.87
C 4.884 2.552 1.794 -0.71
C 3.611 2.220 2.236 -0.40
C 2.532 2.282 1.369 0.34
H 1.049 2.973 -2.991 0.40
H 2.627 2.244 -2.731 0.39
H 2.388 3.971 -2.435 0.54
H -0.332 3.815 -1.083 0.30
H 1.052 4.761 -0.517 0.49
H 0.242 3.640 0.579 0.23
H -0.041 1.378 -1.701 0.01
H 4.147 3.318 -1.402 0.40
H 6.041 3.237 0.126 0.38
H 5.726 2.495 2.469 0.47
H 3.460 1.906 3.256 0.35
H 1.540 2.025 1.742 0.17
```